(1)
Molecular formula: C2H13NO3S
Method: DFT, ωB97M-V/def2-TZVPD

SMILES	NCCS.O.O.O
Kohn-Sham gap	9.899	eV

Bonds (Å) are listed after each position.
Cartesian coordinates (Å):
1 N -0.795 -1.379 -0.125  C2 1.457, H5 1.019, H6 1.019
2 C 0.113 -0.242 -0.185  N1 1.457, C3 1.543, H7 1.080, H8 1.097
3 C -0.323 0.787 -1.249  C2 1.543, S4 1.836, H9 1.088, H10 1.090
4 S 0.039 2.505 -0.713  C3 1.836, H11 1.350
5 H -0.378 -2.144 0.404  N1 1.019
6 H -0.907 -1.828 -1.033  N1 1.019
7 H 0.161 0.226 0.788  C2 1.080
8 H 1.126 -0.529 -0.490  C2 1.097
9 H -1.356 0.676 -1.571  C3 1.088
10 H 0.293 0.649 -2.138  C3 1.090
11 H -1.069 2.691 0.036  S4 1.350
12 O 2.032 -1.342 2.513  H13 0.959, H14 0.964
13 H 1.819 -0.418 2.372  O12 0.959
14 H 2.995 -1.299 2.540  O12 0.964
15 O -3.061 -1.544 -2.706  H16 0.959, H17 0.956
16 H -2.413 -1.140 -2.126  O15 0.959
17 H -3.945 -1.423 -2.360  O15 0.956
18 O 1.833 1.699 2.311  H19 0.948, H20 0.961
19 H 1.373 2.508 2.133  O18 0.948
20 H 2.461 1.550 1.599  O18 0.961

Charge distribution, Mulliken scheme, values in e:
1. N -0.76
2. C 0.11
3. C -0.85
4. S -0.27
5. H 0.25
6. H 0.22
7. H 0.29
8. H 0.20
9. H 0.36
10. H 0.37
11. H 0.14
12. O -0.63
13. H 0.31
14. H 0.31
15. O -0.67
16. H 0.33
17. H 0.30
18. O -0.64
19. H 0.29
20. H 0.33

=====

(2)
Molecular formula: C2H13NO3S
Method: DFT, ωB97M-V/def2-TZVPD

SMILES	NCCS.O.O.O
Kohn-Sham gap	9.552	eV

Bonds (Å) are listed after each position.
Cartesian coordinates (Å):
1 N -0.432 0.083 1.344  C2 1.397, H5 0.975, H6 1.090
2 C -0.281 0.505 0.020  N1 1.397, C3 1.590, H7 1.138, H8 1.128
3 C -0.300 2.094 -0.020  C2 1.590, S4 1.935, H9 1.139, H10 1.083
4 S 0.108 2.678 -1.819  C3 1.935, H11 1.272
5 H -0.511 -0.888 1.305  N1 0.975
6 H 0.393 0.254 2.035  N1 1.090
7 H -1.137 0.195 -0.662  C2 1.138
8 H 0.652 0.134 -0.495  C2 1.128
9 H -1.385 2.322 0.240  C3 1.139
10 H 0.398 2.593 0.641  C3 1.083
11 H -0.034 3.937 -1.936  S4 1.272
12 O 1.410 -2.387 1.397  H13 1.014, H14 1.048
13 H 1.672 -2.554 0.432  O12 1.014
14 H 1.296 -3.328 1.845  O12 1.048
15 O -3.924 0.039 0.395  H16 0.950, H17 0.996
16 H -3.290 0.043 -0.313  O15 0.950
17 H -3.428 0.409 1.175  O15 0.996
18 O 3.064 -2.264 -1.639  H19 0.942, H20 0.939
19 H 2.271 -2.432 -2.118  O18 0.942
20 H 3.461 -1.433 -1.828  O18 0.939

Charge distribution, Mulliken scheme, values in e:
1. N -0.55
2. C -0.43
3. C -0.44
4. S -0.28
5. H 0.32
6. H 0.24
7. H 0.17
8. H 0.25
9. H 0.24
10. H 0.39
11. H 0.11
12. O -0.67
13. H 0.34
14. H 0.33
15. O -0.65
16. H 0.31
17. H 0.34
18. O -0.63
19. H 0.32
20. H 0.31

=====

(3)
Molecular formula: C2H13NO3S
Method: DFT, ωB97M-V/def2-TZVPD

SMILES	NCCS.O.O.O
Kohn-Sham gap	9.742	eV

Bonds (Å) are listed after each position.
Cartesian coordinates (Å):
1 N -0.958 0.067 2.634  C2 1.471, H5 1.009, H6 1.006
2 C -1.236 -0.368 1.257  N1 1.471, C3 1.518, H7 1.094, H8 1.093
3 C -2.596 -1.026 1.110  C2 1.518, S4 1.861, H9 1.083, H10 1.080
4 S -2.492 -2.667 0.239  C3 1.861, H11 1.337
5 H -1.759 0.571 2.985  N1 1.009
6 H -0.144 0.659 2.621  N1 1.006
7 H -1.188 0.447 0.528  C2 1.094
8 H -0.504 -1.121 0.956  C2 1.093
9 H -3.270 -0.473 0.468  C3 1.083
10 H -3.014 -1.260 2.077  C3 1.080
11 H -3.516 -3.192 0.919  S4 1.337
12 O 3.412 4.762 -4.490  H13 0.960, H14 0.970
13 H 3.843 4.299 -5.212  O12 0.960
14 H 2.490 4.954 -4.723  O12 0.970
15 O -0.719 -2.608 3.524  H16 0.977, H17 0.965
16 H -0.661 -1.633 3.543  O15 0.977
17 H -1.529 -2.817 4.004  O15 0.965
18 O 5.847 3.373 -3.665  H19 0.957, H20 0.963
19 H 5.802 2.770 -2.923  O18 0.957
20 H 5.241 4.114 -3.555  O18 0.963

Charge distribution, Mulliken scheme, values in e:
1. N -0.60
2. C -0.51
3. C -0.67
4. S -0.23
5. H 0.20
6. H 0.22
7. H 0.36
8. H 0.33
9. H 0.43
10. H 0.37
11. H 0.11
12. O -0.65
13. H 0.33
14. H 0.31
15. O -0.67
16. H 0.38
17. H 0.29
18. O -0.65
19. H 0.31
20. H 0.36

=====

Least stable of them? (2).

=====

(1)
Molecular formula: C5H13N3O2
Method: DFT, ωB97M-V/def2-TZVPD

SMILES	CCN=C(N)N.CC(=O)O
Kohn-Sham gap	8.600	eV

Bonds (Å) are listed after each position.
Cartesian coordinates (Å):
1 C -1.854 -3.025 0.882  C2 1.538, H7 1.082, H8 1.104, H9 1.074
2 C -2.143 -1.788 0.014  C1 1.538, N3 1.361, H10 1.098, H11 1.073
3 N -1.169 -1.217 -0.746  C2 1.361, C4 1.238
4 C 0.008 -1.376 -1.097  N3 1.238, N5 1.328, N6 1.445
5 N 0.795 -2.395 -0.772  C4 1.328, H12 1.072, H13 0.936
6 N 0.433 -0.617 -2.251  C4 1.445, H14 1.028, H15 0.999
7 H -1.161 -3.746 0.470  C1 1.082
8 H -2.871 -3.452 0.846  C1 1.104
9 H -1.638 -2.662 1.870  C1 1.074
10 H -2.988 -2.021 -0.647  C2 1.098
11 H -2.702 -1.061 0.570  C2 1.073
12 H 1.825 -2.441 -0.477  N5 1.072
13 H 0.552 -3.257 -1.042  N5 0.936
14 H 0.119 0.331 -2.495  N6 1.028
15 H 1.319 -0.921 -2.596  N6 0.999
16 C 1.200 4.573 1.066  C17 1.563, H20 1.061, H21 1.196, H22 1.125
17 C 1.745 3.199 0.561  C16 1.563, O18 1.197, O19 1.287
18 O 2.073 3.087 -0.585  C17 1.197
19 O 1.777 2.406 1.574  C17 1.287, H23 0.952
20 H 0.454 4.916 0.394  C16 1.061
21 H 1.818 5.595 1.002  C16 1.196
22 H 0.623 4.407 2.018  C16 1.125
23 H 1.786 1.463 1.442  O19 0.952

Charge distribution, Mulliken scheme, values in e:
1. C -0.81
2. C -0.60
3. N -0.44
4. C 0.44
5. N -0.43
6. N -0.40
7. H 0.28
8. H 0.29
9. H 0.23
10. H 0.30
11. H 0.36
12. H 0.22
13. H 0.17
14. H 0.21
15. H 0.20
16. C -0.86
17. C 0.63
18. O -0.54
19. O -0.41
20. H 0.28
21. H 0.26
22. H 0.27
23. H 0.35

=====

(2)
Molecular formula: C5H13N3O2
Method: DFT, ωB97M-V/def2-TZVPD

SMILES	C[C@@H]([C@@H](N)N(C)C)[N+](=O)[O-]
Kohn-Sham gap	9.064	eV

Bonds (Å) are listed after each position.
Cartesian coordinates (Å):
1 C 0.927 2.130 -0.473  C2 1.481, H11 1.099, H12 1.098, H13 1.163
2 C 0.112 1.183 -1.268  C1 1.481, C3 1.553, N8 1.484, H14 1.039
3 C -0.786 0.199 -0.469  C2 1.553, N4 1.466, N5 1.458, H15 1.133
4 N -1.309 -0.713 -1.491  C3 1.466, H16 1.020, H17 0.999
5 N -0.003 -0.476 0.560  C3 1.458, C6 1.442, C7 1.471
6 C -0.617 -0.559 1.862  N5 1.442, H18 1.130, H19 1.137, H20 1.011
7 C 0.871 -1.632 0.309  N5 1.471, H21 1.087, H22 1.148, H23 1.064
8 N -0.585 2.030 -2.268  C2 1.484, O9 1.238, O10 1.192
9 O -1.154 1.510 -3.237  N8 1.238
10 O -0.508 3.200 -2.051  N8 1.192
11 H 1.813 2.507 -1.004  C1 1.099
12 H 1.164 1.524 0.412  C1 1.098
13 H 0.265 3.023 -0.131  C1 1.163
14 H 0.681 0.689 -1.983  C2 1.039
15 H -1.548 0.861 0.046  C3 1.133
16 H -1.554 -0.364 -2.417  N4 1.020
17 H -2.015 -1.182 -0.963  N4 0.999
18 H -1.729 -0.764 1.884  C6 1.130
19 H -0.070 -1.362 2.453  C6 1.137
20 H -0.414 0.273 2.400  C6 1.011
21 H 0.299 -2.397 0.828  C7 1.087
22 H 0.951 -1.737 -0.832  C7 1.148
23 H 1.859 -1.582 0.700  C7 1.064

Charge distribution, Mulliken scheme, values in e:
1. C -1.28
2. C -0.10
3. C -0.18
4. N -0.59
5. N 0.30
6. C -1.15
7. C -1.09
8. N 0.97
9. O -0.65
10. O -0.59
11. H 0.33
12. H 0.39
13. H 0.30
14. H 0.31
15. H 0.46
16. H 0.27
17. H 0.22
18. H 0.30
19. H 0.44
20. H 0.37
21. H 0.45
22. H 0.32
23. H 0.22

=====

(3)
Molecular formula: C5H13N3O2
Method: DFT, ωB97M-V/def2-TZVPD

SMILES	CCN=C(N)N.CC(=O)O
Kohn-Sham gap	9.637	eV

Bonds (Å) are listed after each position.
Cartesian coordinates (Å):
1 C -1.893 -2.623 0.606  C2 1.539, H7 1.079, H8 1.079, H9 1.074
2 C -1.366 -1.180 0.694  C1 1.539, N3 1.459, H10 1.090, H11 1.105
3 N -1.110 -0.681 -0.653  C2 1.459, C4 1.257
4 C -0.061 -1.006 -1.266  N3 1.257, N5 1.432, N6 1.409
5 N 0.928 -1.904 -0.753  C4 1.432, H12 1.011, H13 1.012
6 N 0.260 -0.409 -2.502  C4 1.409, H14 1.019, H15 1.010
7 H -2.134 -2.801 -0.431  C1 1.079
8 H -2.807 -2.730 1.168  C1 1.079
9 H -1.126 -3.293 0.948  C1 1.074
10 H -1.803 -0.374 1.284  C2 1.090
11 H -0.349 -1.192 1.126  C2 1.105
12 H 1.860 -1.706 -1.091  N5 1.011
13 H 0.664 -2.829 -1.066  N5 1.012
14 H 1.253 -0.182 -2.512  N6 1.019
15 H -0.167 0.502 -2.590  N6 1.010
16 C 0.319 3.492 1.000  C17 1.494, H20 1.095, H21 1.069, H22 1.086
17 C 1.423 2.563 0.612  C16 1.494, O18 1.199, O19 1.358
18 O 2.327 2.840 -0.126  C17 1.199
19 O 1.393 1.371 1.262  C17 1.358, H23 0.964
20 H -0.611 2.942 0.821  C16 1.095
21 H 0.395 4.412 0.462  C16 1.069
22 H 0.371 3.788 2.044  C16 1.086
23 H 2.232 1.000 0.964  O19 0.964

Charge distribution, Mulliken scheme, values in e:
1. C -1.22
2. C -0.18
3. N -0.65
4. C 0.50
5. N -0.50
6. N -0.57
7. H 0.33
8. H 0.33
9. H 0.31
10. H 0.45
11. H 0.21
12. H 0.25
13. H 0.22
14. H 0.26
15. H 0.28
16. C -0.91
17. C 0.72
18. O -0.56
19. O -0.42
20. H 0.25
21. H 0.32
22. H 0.29
23. H 0.30

=====

Least stable of them? (2).

=====

(1)
Molecular formula: C6H11N2
Method: DFT, ωB97M-V/def2-TZVPD

total charge	+1
Kohn-Sham gap (alpha / beta)	5.370 / 9.768	eV

Bonds (Å) are listed after each position.
Cartesian coordinates (Å):
1 C -0.231 0.058 1.510  N7 1.189, N8 1.334
2 C 0.594 -1.715 2.968  N7 1.275, H9 1.115, H10 1.100
3 C 0.959 -1.411 -1.124  C4 1.442, H11 1.154, H12 1.105
4 C 0.130 -0.416 -1.757  C3 1.442, C5 1.610, H13 1.086, H14 1.075
5 C -1.095 -0.027 -0.787  C4 1.610, N8 1.465, H15 1.163, H16 1.054
6 C -0.229 2.056 0.358  N8 1.412, H17 1.055, H18 1.094, H19 1.203
7 N 0.166 -0.910 2.076  C1 1.189, C2 1.275
8 N -0.543 0.679 0.372  C1 1.334, C5 1.465, C6 1.412
9 H -0.096 -1.991 3.799  C2 1.115
10 H 1.681 -1.764 3.130  C2 1.100
11 H 2.069 -1.682 -1.288  C3 1.154
12 H 0.254 -2.074 -0.589  C3 1.105
13 H 0.604 0.351 -2.363  C4 1.086
14 H -0.393 -1.038 -2.461  C4 1.075
15 H -1.903 0.609 -1.331  C5 1.163
16 H -1.360 -0.976 -0.413  C5 1.054
17 H -1.001 2.679 0.719  C6 1.055
18 H 0.701 2.268 0.894  C6 1.094
19 H -0.088 2.414 -0.781  C6 1.203

Charge distribution, Mulliken scheme, values in e:
1. C 0.31
2. C -0.26
3. C -0.97
4. C -0.01
5. C -1.01
6. C -0.98
7. N 0.05
8. N 0.15
9. H 0.30
10. H 0.31
11. H 0.29
12. H 0.28
13. H 0.40
14. H 0.31
15. H 0.31
16. H 0.50
17. H 0.35
18. H 0.38
19. H 0.30

=====

(2)
Molecular formula: C6H11N2
Method: DFT, ωB97M-V/def2-TZVPD

SMILES	C[C@@H]1C(=[NH2+])N2C[C@]12C
total charge	+1
Kohn-Sham gap	9.506	eV

Bonds (Å) are listed after each position.
Cartesian coordinates (Å):
1 C -0.653 1.511 0.498  C2 1.489, H9 1.098, H10 1.101, H11 1.138
2 C -0.385 0.406 -0.464  C1 1.489, C3 1.491, C7 1.551, H12 1.143
3 C -1.346 -0.732 -0.391  C2 1.491, N4 1.290, N5 1.728
4 N -2.623 -0.912 -0.373  C3 1.290, H13 1.046, H14 1.082
5 N -0.042 -1.812 -0.045  C3 1.728, C6 1.493, C7 1.574
6 C 0.578 -1.216 1.176  N5 1.493, C7 1.563, H15 1.048, H16 1.031
7 C 0.835 -0.514 -0.196  C2 1.551, N5 1.574, C6 1.563, C8 1.496
8 C 2.128 -0.574 -0.946  C7 1.496, H17 1.113, H18 1.120, H19 1.157
9 H 0.343 1.928 0.696  C1 1.098
10 H -0.933 0.979 1.420  C1 1.101
11 H -1.475 2.198 0.115  C1 1.138
12 H -0.322 0.886 -1.500  C2 1.143
13 H -3.383 -0.194 -0.394  N4 1.046
14 H -3.102 -1.841 -0.096  N4 1.082
15 H 1.256 -1.929 1.535  C6 1.048
16 H -0.055 -0.671 1.782  C6 1.031
17 H 2.058 -0.274 -2.015  C8 1.113
18 H 2.754 -1.467 -0.692  C8 1.120
19 H 2.780 0.228 -0.427  C8 1.157

Charge distribution, Mulliken scheme, values in e:
1. C -1.13
2. C -0.10
3. C 0.27
4. N -0.32
5. N -0.51
6. C -0.39
7. C 0.85
8. C -1.23
9. H 0.35
10. H 0.27
11. H 0.38
12. H 0.47
13. H 0.30
14. H 0.34
15. H 0.31
16. H 0.20
17. H 0.30
18. H 0.33
19. H 0.32

=====

Least stable of them? (1).

=====

(1)
Molecular formula: C6H11N2
Method: DFT, ωB97M-V/def2-TZVPD

SMILES	CC[N+]1=N[C@@]12C[C@@H]2C
total charge	+1
Kohn-Sham gap	9.277	eV

Bonds (Å) are listed after each position.
Cartesian coordinates (Å):
1 C 3.162 0.381 -1.010  C2 1.585, H9 0.992, H10 1.001, H11 1.107
2 C 1.941 -0.406 -0.377  C1 1.585, N3 1.393, H12 1.080, H13 1.153
3 N 0.657 0.132 -0.432  C2 1.393, N4 1.222, C5 1.395
4 N -0.035 0.896 -1.089  N3 1.222, C5 1.402
5 C -0.720 0.017 -0.240  N3 1.395, N4 1.402, C6 1.413, C7 1.479
6 C -1.579 -1.093 -0.409  C5 1.413, C7 1.514, H14 1.162, H15 1.084
7 C -1.732 -0.215 0.814  C5 1.479, C6 1.514, C8 1.568, H16 1.195
8 C -2.620 0.912 1.447  C7 1.568, H17 1.146, H18 1.079, H19 1.071
9 H 3.921 -0.249 -1.118  C1 0.992
10 H 2.874 0.697 -1.915  C1 1.001
11 H 3.344 1.267 -0.372  C1 1.107
12 H 1.928 -1.312 -0.964  C2 1.080
13 H 2.103 -0.366 0.764  C2 1.153
14 H -1.146 -2.159 -0.240  C6 1.162
15 H -2.367 -1.019 -1.151  C6 1.084
16 H -1.161 -0.848 1.652  C7 1.195
17 H -3.434 0.324 2.000  C8 1.146
18 H -3.042 1.415 0.591  C8 1.079
19 H -2.097 1.626 2.050  C8 1.071

Charge distribution, Mulliken scheme, values in e:
1. C -1.31
2. C -0.17
3. N 0.51
4. N -0.57
5. C 0.56
6. C -0.56
7. C 0.07
8. C -1.11
9. H 0.42
10. H 0.45
11. H 0.35
12. H 0.33
13. H 0.30
14. H 0.24
15. H 0.28
16. H 0.24
17. H 0.31
18. H 0.33
19. H 0.34

=====

(2)
Molecular formula: C6H11N2
Method: DFT, ωB97M-V/def2-TZVPD

total charge	+1
Kohn-Sham gap (alpha / beta)	8.685 / 7.594	eV

Bonds (Å) are listed after each position.
Cartesian coordinates (Å):
1 C -0.879 -1.403 -0.761  C2 1.384, N7 1.273, H9 1.048
2 C -1.449 -0.607 0.218  C1 1.384, N8 1.470, H10 1.091
3 C 0.426 0.430 -1.157  C4 1.500, C5 1.501, N7 1.496, H11 1.231
4 C 0.630 0.469 0.329  C3 1.500, N8 1.443, H12 1.052
5 C 1.560 0.764 -2.083  C3 1.501, H13 1.055, H14 1.056, H15 1.085
6 C -0.344 -0.184 2.489  N8 1.542, H16 1.079, H17 1.059, H18 1.043
7 N 0.165 -1.026 -1.384  C1 1.273, C3 1.496
8 N -0.610 0.275 1.042  C2 1.470, C4 1.443, C6 1.542, H19 1.007
9 H -1.424 -2.276 -0.958  C1 1.048
10 H -2.527 -0.441 0.264  C2 1.091
11 H -0.651 1.005 -1.320  C3 1.231
12 H 1.513 0.177 0.820  C4 1.052
13 H 2.038 1.640 -1.739  C5 1.055
14 H 1.173 0.823 -3.063  C5 1.056
15 H 2.236 -0.078 -2.189  C5 1.085
16 H 0.618 -0.673 2.506  C6 1.079
17 H -0.176 0.675 3.085  C6 1.059
18 H -1.169 -0.708 2.851  C6 1.043
19 H -1.127 1.139 1.050  N8 1.007

Charge distribution, Mulliken scheme, values in e:
1. C 0.02
2. C -0.55
3. C 0.61
4. C -0.55
5. C -1.55
6. C -0.81
7. N -0.50
8. N 0.22
9. H 0.47
10. H 0.42
11. H 0.26
12. H 0.28
13. H 0.42
14. H 0.39
15. H 0.38
16. H 0.32
17. H 0.41
18. H 0.36
19. H 0.39

=====

(3)
Molecular formula: C6H11N2
Method: DFT, ωB97M-V/def2-TZVPD

SMILES	C/N=C/C=C\C(C)=[NH2+]
total charge	+1
Kohn-Sham gap	8.048	eV

Bonds (Å) are listed after each position.
Cartesian coordinates (Å):
1 C 3.206 0.740 0.162  N2 1.368, H9 1.078, H10 1.184, H11 1.031
2 N 2.160 -0.037 0.578  C1 1.368, C3 1.223
3 C 1.450 -0.687 -0.177  N2 1.223, C4 1.490, H12 1.025
4 C 0.302 -1.492 0.328  C3 1.490, C5 1.344, H13 1.097
5 C -0.986 -1.135 0.191  C4 1.344, C6 1.401, H14 1.108
6 C -1.643 0.089 0.004  C5 1.401, C7 1.443, N8 1.336
7 C -2.971 0.224 0.553  C6 1.443, H15 1.130, H16 1.112, H17 1.107
8 N -1.021 1.128 -0.561  C6 1.336, H18 1.041, H19 1.047
9 H 2.943 1.754 0.417  C1 1.078
10 H 4.151 0.390 0.785  C1 1.184
11 H 3.271 0.676 -0.865  C1 1.031
12 H 1.620 -0.793 -1.183  C3 1.025
13 H 0.498 -2.508 0.693  C4 1.097
14 H -1.642 -1.899 0.652  C5 1.108
15 H -3.778 0.415 -0.214  C7 1.130
16 H -3.049 1.076 1.262  C7 1.112
17 H -3.314 -0.651 1.138  C7 1.107
18 H -1.294 2.122 -0.418  N8 1.041
19 H -0.011 0.963 -0.782  N8 1.047

Charge distribution, Mulliken scheme, values in e:
1. C -0.73
2. N -0.23
3. C -0.76
4. C -0.14
5. C -0.59
6. C 1.14
7. C -1.23
8. N -0.29
9. H 0.27
10. H 0.28
11. H 0.36
12. H 0.63
13. H 0.40
14. H 0.24
15. H 0.34
16. H 0.39
17. H 0.35
18. H 0.31
19. H 0.25

=====

Least stable of them? (1).